1.
Here is CH11NO4 as an isolated structure at a distorted geometry from the Open Molecules 2025 dataset. Energies are from ωB97M-V/def2-TZVPD.

Last column: natural (NBO) charge in e.
CARTESIAN COORDINATES (ANGSTROEM)
H (1.316, 2.508, 0.830)  0.3769
H (0.023, 2.009, -1.159)  0.2604
H (0.908, 0.406, -1.232)  0.2758
H (-1.850, -0.585, -0.898)  0.4723
O (1.382, -0.389, 2.116)  -0.8135
H (-0.368, 0.658, 0.011)  0.3254
H (-2.297, 0.220, -2.634)  0.4582
N (1.541, 1.581, 0.360)  -0.4996
H (1.718, 0.886, 1.140)  0.4258
H (-2.712, -1.747, 0.011)  0.4783
H (-0.204, -1.845, 0.038)  0.5048
H (1.069, -1.390, 0.851)  0.4772
O (0.804, -1.867, 0.089)  -0.8775
O (-1.680, 0.274, -1.870)  -0.8864
H (1.759, -0.660, 2.874)  0.4452
O (-1.883, -1.206, -0.009)  -0.9510
C (0.472, 1.149, -0.518)  -0.4722

Values from the calculation:
frontier orbital gap: 3.76 eV
charge: 0

---

2.
Here is C5H6O in the gas phase from the Open Molecules 2025 dataset. Energies are from ωB97M-V/def2-TZVPD.

Last column: natural (NBO) charge in e.
CARTESIAN COORDINATES (ANGSTROEM)
H (-0.954, 2.212, 0.392)  0.2292
H (-2.394, 1.395, 1.074)  0.2388
H (1.548, -1.294, -2.648)  0.2341
C (0.655, -0.017, 0.241)  -0.4341
C (1.506, -1.641, -1.619)  -0.4855
O (-1.567, -0.855, 0.288)  -0.5302
H (1.788, -2.669, -1.414)  0.2365
C (-0.814, 0.069, 0.512)  0.5647
H (1.331, 0.659, 0.761)  0.2347
C (-1.303, 1.400, 1.039)  -0.7138
H (-0.904, 1.586, 2.043)  0.2320
C (1.108, -0.846, -0.669)  0.1936

Values from the calculation:
frontier orbital gap: 10.41 eV
charge: 0
structure (SMILES): C=C=CC(C)=O

---

3.
Here is C5H8N2 in the gas phase at a distorted geometry from the Open Molecules 2025 dataset. Energies are from ωB97M-V/def2-TZVPD.

Last column: natural (NBO) charge in e.
CARTESIAN COORDINATES (ANGSTROEM)
C (1.230, -0.141, -0.655)  -0.5094
H (1.688, -1.125, -0.508)  0.2599
H (0.197, -1.846, 1.307)  0.2013
N (2.747, 1.672, 0.511)  -0.3307
H (-0.470, 1.695, 0.828)  0.2326
N (-0.859, -1.411, -0.574)  -0.5917
H (-1.417, -0.975, 1.495)  0.1958
H (-1.846, -1.280, -0.780)  0.3572
C (-0.935, 1.152, -0.003)  -0.6251
C (-0.213, -0.177, -0.110)  0.0897
H (-0.891, 1.763, -0.909)  0.2195
C (2.071, 0.874, 0.007)  0.2856
H (-1.983, 0.979, 0.275)  0.2145
H (1.255, 0.051, -1.737)  0.2547
C (-0.575, -1.230, 0.852)  -0.2540

Values from the calculation:
frontier orbital gap: 10.91 eV
charge: 0
structure (SMILES): C[C@@]1(CC#N)CN1

---

4.
Here is C23H21N3O5 in the gas phase at a distorted geometry from the Open Molecules 2025 dataset. Energies are from ωB97M-V/def2-TZVPD.

Last column: natural (NBO) charge in e.
CARTESIAN COORDINATES (ANGSTROEM)
N (0.612, -1.277, -0.303)  -0.6420
C (5.400, 2.567, 1.197)  -0.2522
H (7.283, 0.473, 3.132)  0.1939
C (-6.939, 3.339, -1.495)  -0.2632
C (4.541, 0.438, 1.836)  0.3291
C (3.438, 0.584, 1.013)  -0.2985
O (5.771, -0.920, 3.452)  -0.5189
H (6.271, 3.165, 1.458)  0.1999
C (-2.602, -0.531, -1.976)  -0.0626
H (4.833, -2.486, 4.967)  0.1902
H (7.182, -0.834, 1.927)  0.1768
H (-3.319, -1.402, -3.781)  0.2442
C (-7.469, 2.477, -2.457)  0.0313
H (-5.241, 3.736, -0.206)  0.2297
C (4.653, -3.238, 4.197)  -0.2372
C (-3.778, 0.317, -1.948)  0.5188
H (1.096, -2.154, -0.178)  0.4036
C (-1.723, 0.304, 0.256)  -0.6474
C (4.694, -0.726, 2.621)  0.1730
O (0.997, 0.965, -0.325)  -0.6049
H (4.290, -4.157, 4.658)  0.1880
H (1.809, -2.279, 1.814)  0.2221
H (-8.447, 2.671, -2.878)  0.1935
C (-1.428, -2.241, -3.203)  -0.2137
C (-1.597, -0.499, -0.996)  -0.0035
C (-0.400, -2.181, -2.280)  -0.2260
O (3.623, -2.848, 3.314)  -0.4963
H (-1.370, -2.926, -4.034)  0.2195
H (-2.761, 0.399, 0.559)  0.2238
N (-6.868, 1.400, -2.924)  -0.3963
C (-5.671, 1.154, -2.416)  0.2722
H (5.410, 2.361, 0.122)  0.1805
O (5.518, 1.384, 1.952)  -0.5172
C (-5.687, 3.095, -0.951)  -0.2097
H (4.491, 3.117, 1.454)  0.1843
C (7.063, -0.585, 2.984)  -0.2421
C (3.678, -1.694, 2.596)  0.2853
H (-1.160, -0.166, 1.061)  0.2182
H (5.584, -3.444, 3.665)  0.1762
N (-4.820, 0.128, -2.702)  -0.4587
H (-1.310, 1.301, 0.105)  0.2546
C (-2.514, -1.403, -3.064)  -0.1772
C (1.295, -0.146, 0.061)  0.6741
H (-7.509, 4.197, -1.176)  0.2224
O (-3.851, 1.421, -1.150)  -0.4132
C (-5.051, 1.971, -1.435)  0.2047
C (2.451, -0.396, 0.965)  -0.1317
H (3.298, 1.459, 0.402)  0.2440
H (7.751, -1.187, 3.578)  0.1859
H (0.471, -2.810, -2.392)  0.2106
C (2.569, -1.515, 1.769)  -0.2511
C (-0.471, -1.305, -1.202)  0.2130

Values from the calculation:
frontier orbital gap: 8.48 eV
charge: 0
structure (SMILES): COc1cc(C(=O)Nc2cccc(-c3nc4ncccc4o3)c2C)cc(OC)c1OC

---

5.
Here is C4H9NO2 in the gas phase from the Open Molecules 2025 dataset. Energies are from ωB97M-V/def2-TZVPD.

Last column: natural (NBO) charge in e.
CARTESIAN COORDINATES (ANGSTROEM)
H (1.870, -1.102, 0.251)  0.1652
H (-2.175, 0.185, 0.949)  0.1442
C (-1.204, 0.331, 0.461)  0.4139
H (-2.015, 2.196, 1.818)  0.1677
C (-1.032, 2.436, 1.382)  -0.4223
H (0.574, 0.321, -1.247)  0.2031
H (-1.144, 3.331, 0.759)  0.2002
O (2.240, -1.978, -1.612)  -0.7085
H (0.910, -2.526, -0.199)  0.1850
H (-0.075, -1.121, -2.097)  0.1918
H (-0.344, 2.689, 2.197)  0.2001
O (-0.910, -0.749, -0.281)  -0.4991
C (1.350, -1.600, -0.581)  -0.0828
H (2.601, -1.178, -2.013)  0.4630
N (-0.485, 1.359, 0.578)  -0.5116
C (0.238, -0.713, -1.131)  -0.1099

Values from the calculation:
frontier orbital gap: 10.65 eV
charge: 0
structure (SMILES): C/N=C/OCCO

---

6.
Here is a 2-piece molecular cluster, CH2O2S2 overall at a distorted geometry from the Open Molecules 2025 dataset. Energies are from ωB97M-V/def2-TZVPD.

Last column: natural (NBO) charge in e.
CARTESIAN COORDINATES (ANGSTROEM)
O (1.399, 1.626, -0.746)  -0.6777
H (-0.595, -0.932, -1.395)  0.2385
S (0.599, 2.880, -0.492)  0.6807
C (-0.288, -0.978, -0.344)  -0.7443
H (0.627, -0.464, -0.261)  0.2336
S (-1.126, -1.406, 1.027)  1.1631
O (-0.617, -0.726, 2.212)  -0.8939

Values from the calculation:
frontier orbital gap (spin up / spin down): 7.65 / 7.67 eV
charge: 0

---

7.
Here is C41H40Cl3N12NaO9 as an isolated structure at a distorted geometry from the Open Molecules 2025 dataset. Energies are from ωB97M-V/def2-TZVPD.

Last column: Mulliken charge in e.
CARTESIAN COORDINATES (ANGSTROEM)
H (2.991, 2.728, 8.528)  0.4962
C (-2.438, 5.164, -3.434)  -1.0656
H (-1.541, 0.363, 1.948)  -0.0774
C (2.071, 2.376, 4.524)  -2.6763
O (-0.416, -1.787, -1.685)  -0.3719
O (-2.729, -3.846, 0.050)  -0.6147
N (-3.654, 7.654, -5.609)  -0.5668
O (5.742, 2.571, -4.340)  -0.7581
C (2.763, 2.773, -2.266)  -0.7247
O (4.693, 4.396, -3.536)  -0.7374
C (-4.184, 4.280, -4.833)  -0.8661
C (-3.426, 0.394, -2.929)  -0.2349
C (-2.600, -2.007, 2.836)  0.8298
C (-3.176, -0.446, -1.893)  -1.0383
H (0.699, 2.788, 9.059)  0.5021
C (4.835, 3.168, -3.715)  0.5053
H (0.475, 2.090, 2.177)  0.6719
C (-3.163, 2.893, -3.162)  0.9105
H (0.918, 4.854, 6.133)  0.5286
Cl (-5.398, 0.508, 9.235)  -0.2454
N (-2.547, -2.258, 1.537)  -0.3022
C (-2.232, 0.097, 6.822)  0.2134
C (2.751, 0.124, -2.774)  -0.1268
C (3.267, -4.845, -1.848)  0.2145
C (-2.701, 1.519, -1.167)  -0.5997
H (2.720, 3.833, -2.064)  0.5397
C (1.300, 0.957, 7.240)  -1.7884
C (3.760, 2.273, -3.093)  0.1517
N (1.843, -0.064, 4.194)  -0.8729
C (2.076, -4.309, -2.238)  -0.9628
H (-0.123, -3.303, -2.956)  0.1052
H (-1.492, -0.667, 6.600)  0.7045
C (2.044, -2.783, -0.269)  -0.2339
N (1.800, 0.594, -1.959)  -0.0204
C (0.480, 3.149, 8.051)  -1.9229
H (3.049, 2.125, 4.927)  0.2397
C (1.435, 2.473, 7.060)  2.1923
O (0.153, 1.679, 0.007)  -0.3359
C (0.714, 2.495, -0.799)  0.1310
C (-1.093, 1.569, 5.116)  0.4933
Cl (4.032, -6.143, -2.770)  -0.2928
H (4.860, -4.770, -0.397)  0.4206
H (-4.724, 2.237, -4.481)  0.4054
C (1.467, -3.282, -1.496)  1.0856
O (0.456, 3.701, -0.898)  -0.8888
H (-3.209, -1.522, -1.865)  0.4478
H (-3.703, 0.210, -3.951)  0.4015
C (0.787, 1.209, 2.727)  -0.5327
C (-4.127, 2.031, 7.382)  -0.9271
C (3.326, -3.380, 0.055)  0.2545
N (-3.071, 1.668, -2.479)  0.2801
H (3.130, 3.868, 7.178)  0.3665
H (-1.588, 1.529, 4.144)  0.6315
H (-2.909, -0.439, 4.083)  -0.0036
H (1.588, -4.668, -3.138)  0.3315
C (-0.340, 2.915, 5.171)  -2.5657
H (2.719, -0.945, -2.968)  0.4549
C (-3.523, 6.632, -5.100)  0.0719
H (1.781, 0.389, 6.443)  0.2352
O (1.494, 4.368, 5.534)  -0.7255
C (-3.375, 5.336, -4.444)  0.6227
C (-4.080, 3.056, -4.193)  -0.4848
C (-4.156, 0.812, 8.040)  0.2932
C (3.903, -4.361, -0.694)  -0.6523
C (1.136, 2.971, 5.612)  2.6869
C (2.875, 2.844, 7.447)  -1.9552
O (1.498, -1.940, 0.475)  -0.3741
C (1.815, 1.920, -1.713)  0.6685
N (-2.434, -3.591, 1.194)  1.0146
H (3.601, 2.177, 6.976)  0.4048
C (3.737, 0.907, -3.344)  -1.0875
H (-0.567, 2.917, 7.843)  0.2909
H (0.593, 4.238, 8.079)  0.3940
H (-1.547, 3.790, -2.050)  0.2396
N (-2.744, -2.872, 3.879)  -0.5184
C (-3.221, -0.166, 7.761)  -1.2059
N (-2.627, -0.699, 3.150)  0.1771
C (0.232, -2.747, -2.064)  -0.3617
H (4.501, 0.487, -3.985)  0.4297
N (1.587, 1.215, 3.800)  1.2865
N (-2.743, 0.281, -0.801)  -0.1673
H (-0.403, 0.727, 5.128)  0.2822
Na (0.363, -0.344, -0.264)  0.9283
H (-4.880, 2.777, 7.598)  0.4190
H (1.773, 0.679, 8.187)  0.6138
H (-2.367, 2.346, -0.559)  0.6301
H (-2.530, -2.495, 4.788)  0.1861
H (-0.347, 3.354, 4.173)  -0.0585
C (-2.157, 1.320, 6.157)  -0.6625
H (-0.889, 3.625, 5.798)  1.0646
N (-2.526, 0.329, 2.207)  -0.6558
H (-4.903, 4.416, -5.630)  0.4140
N (0.461, -0.026, 2.412)  0.4175
H (-3.129, 3.219, 5.919)  0.4398
H (0.258, 0.641, 7.304)  0.2730
H (1.171, -1.844, 3.298)  0.6015
C (-3.135, 2.271, 6.446)  -0.1729
C (1.151, -0.766, 3.317)  -1.1073
C (-2.321, 3.941, -2.796)  -0.0356
Cl (4.146, -2.813, 1.492)  -0.2506
H (-3.038, 0.063, 1.369)  0.5165
H (-2.396, -3.800, 3.674)  0.2893
O (-2.074, -4.457, 1.996)  -0.8000
H (-1.782, 5.977, -3.156)  0.4833
H (2.206, 3.167, 3.788)  0.3355
H (-3.262, -1.116, 8.277)  0.4103

Values from the calculation:
frontier orbital gap: 5.80 eV
charge: -2

---

8.
Here is C5H5ClF2 in the gas phase at a distorted geometry from the Open Molecules 2025 dataset. Energies are from ωB97M-V/def2-TZVPD.

Last column: natural (NBO) charge in e.
CARTESIAN COORDINATES (ANGSTROEM)
H (2.395, -0.279, 0.699)  0.2233
H (-0.635, -1.228, -1.379)  0.2242
C (0.449, -0.066, -0.322)  -0.0475
H (1.327, 0.395, 1.638)  0.2237
C (-0.735, 0.761, -0.277)  -0.2915
H (1.935, 1.273, 0.218)  0.2213
C (-1.977, 0.210, 0.054)  0.7365
F (-3.155, 0.845, 0.057)  -0.2908
Cl (-0.448, 2.350, -0.246)  0.0988
H (1.103, -2.087, -0.564)  0.2305
C (0.283, -1.350, -0.777)  -0.3584
F (-2.083, -1.132, 0.286)  -0.3103
C (1.541, 0.308, 0.612)  -0.6598

Values from the calculation:
frontier orbital gap: 9.35 eV
charge: 0
structure (SMILES): C=C(C)C(Cl)=C(F)F